Formula: C38H78FNO34S9
Source: the Open Molecules 2025 dataset
Level of theory: wB97M-V/def2-TZVPD

As for the net charge: 0. The calculated total energy is -211993.43910 eV.

Each line ends with the Mulliken charge.
Geometry (Å):
C 8.164 0.641 4.073  -1.5222
C 6.956 0.187 3.257  0.1121
C 5.939 1.335 3.042  -1.0224
C 5.196 1.266 1.694  0.0274
C 3.838 0.569 1.772  0.1987
C 3.878 -0.953 1.980  -0.7894
C 4.609 -1.750 0.878  -0.5340
C 5.508 -2.866 1.472  -0.9302
C 4.939 -4.288 1.285  -1.0511
C 3.403 -4.317 1.318  0.5346
C 2.772 -5.542 2.023  -1.1424
C 2.173 -5.111 3.379  -0.7396
C 0.703 -4.744 3.147  -0.4830
C 0.062 -3.899 4.255  -0.9580
C -1.195 -3.206 3.672  0.3427
C -1.591 -2.025 4.549  -1.2327
C -2.758 -1.152 4.051  -0.5074
C -2.526 -0.629 2.613  -0.6069
N -3.600 -0.908 1.626  0.3488
C -3.402 -0.216 0.291  0.2038
C -4.759 0.414 -0.115  -1.7906
C -2.324 0.877 0.258  -0.0004
C -2.044 1.199 -1.233  -1.4400
S -3.871 -2.488 1.325  1.0814
O -4.782 -2.601 0.235  -0.6594
O -4.194 -3.218 2.495  -0.4331
F -2.495 -3.005 0.740  -0.2730
H 8.725 1.394 3.514  0.3755
H 7.851 1.108 5.009  0.3265
H 8.814 -0.210 4.280  0.4127
H 7.284 -0.134 2.266  0.2179
H 6.437 -0.638 3.747  0.1761
H 5.243 1.391 3.882  0.2779
H 6.531 2.257 3.039  0.4610
H 5.865 0.828 0.951  0.3803
H 5.004 2.299 1.385  -0.1593
H 3.330 0.985 2.649  0.5548
H 3.198 0.787 0.918  -0.9380
H 2.828 -1.265 2.002  0.3121
H 4.289 -1.161 2.971  0.5012
H 3.910 -2.162 0.152  0.4763
H 5.246 -1.059 0.321  0.5801
H 6.491 -2.814 0.993  0.2965
H 5.696 -2.684 2.531  0.3070
H 5.305 -4.903 2.114  0.4501
H 5.307 -4.777 0.379  0.2959
H 3.008 -4.260 0.302  0.4153
H 3.058 -3.425 1.842  -0.4583
H 3.502 -6.347 2.134  0.4377
H 1.992 -5.927 1.361  0.4326
H 2.308 -5.921 4.097  0.4648
H 2.680 -4.202 3.710  0.3132
H 0.672 -4.192 2.201  0.2848
H 0.137 -5.667 2.990  0.3007
H -0.226 -4.598 5.045  0.2952
H 0.766 -3.158 4.639  0.4624
H -1.969 -3.970 3.611  0.1674
H -0.871 -2.867 2.691  0.0873
H -1.731 -2.318 5.592  0.3963
H -0.727 -1.346 4.557  0.3021
H -2.775 -0.293 4.726  0.3471
H -3.730 -1.625 4.172  0.2871
H -2.411 0.447 2.710  0.4307
H -1.572 -0.992 2.223  0.1168
H -3.165 -0.911 -0.514  0.4327
H -4.619 1.436 -0.472  0.3475
H -5.451 0.433 0.724  0.4765
H -5.215 -0.137 -0.937  0.2218
H -1.371 0.581 0.688  0.3873
H -2.725 1.779 0.725  0.0484
H -1.770 2.237 -1.396  0.0385
H -2.846 0.872 -1.894  0.3733
H -1.174 0.593 -1.502  0.9470
C 0.402 2.014 -2.830  0.1751
C 1.856 1.693 -2.551  -0.0363
O 1.930 1.554 -1.118  0.0240
S 0.555 0.961 -0.572  1.3819
O 0.695 -0.444 -0.386  -0.5431
O 0.098 1.792 0.484  -0.6925
O -0.321 1.211 -1.872  -1.0107
H 0.169 3.058 -2.625  -0.3456
H 0.109 1.770 -3.846  0.1471
H 2.535 2.470 -2.890  0.4587
H 2.129 0.745 -3.001  -0.1411
C -2.084 6.391 -4.598  -0.1731
C -3.214 5.428 -4.293  -0.5376
O -2.551 4.216 -3.921  -0.1219
S -1.176 4.557 -3.179  1.0429
O -1.386 4.508 -1.777  -0.6328
O -0.136 3.834 -3.812  0.1134
O -1.087 6.097 -3.612  -0.2634
H -1.657 6.208 -5.586  0.0519
H -2.387 7.432 -4.520  0.3877
H -3.861 5.250 -5.148  0.3634
H -3.812 5.769 -3.445  0.3117
C 5.010 5.776 -1.838  -0.4337
C 4.275 4.757 -0.992  0.1192
O 2.941 5.270 -0.907  -0.3581
S 2.566 6.038 -2.264  0.9855
O 1.846 5.160 -3.108  -0.1903
O 2.079 7.324 -1.919  -0.6877
O 4.058 6.171 -2.836  -0.3612
H 5.281 6.658 -1.254  0.3147
H 5.897 5.367 -2.313  0.3392
H 4.698 4.649 0.003  0.3103
H 4.241 3.779 -1.478  -0.0447
C 1.141 5.701 -8.420  -0.3776
C 2.604 5.403 -8.157  -0.4002
O 2.697 5.321 -6.731  -0.2797
S 1.335 4.722 -6.133  1.0222
O 1.510 3.329 -5.906  -0.6447
O 0.850 5.601 -5.146  -0.5722
O 0.436 4.917 -7.454  -0.2857
H 0.911 6.754 -8.248  0.2568
H 0.831 5.420 -9.424  0.3216
H 3.266 6.180 -8.528  0.3207
H 2.898 4.439 -8.579  0.3069
C -9.508 -4.509 3.949  -0.3548
C -9.013 -5.904 4.271  -0.3632
O -7.607 -5.852 4.003  -0.3244
S -7.046 -4.389 4.335  1.1253
O -6.485 -4.403 5.643  -0.6174
O -6.324 -3.907 3.221  -0.3898
O -8.467 -3.643 4.416  -0.3054
H -9.622 -4.362 2.873  0.2881
H -10.443 -4.270 4.449  0.3100
H -9.480 -6.670 3.659  0.3120
H -9.155 -6.144 5.327  0.2817
C -5.010 -1.289 -5.133  -0.3315
C -3.902 -1.976 -5.904  -0.3723
O -3.125 -0.898 -6.445  -0.3327
S -3.145 0.340 -5.429  1.1814
O -1.974 0.300 -4.633  -0.3918
O -3.535 1.499 -6.146  -0.6362
O -4.374 -0.157 -4.529  -0.3067
H -5.797 -0.928 -5.799  0.2774
H -5.445 -1.923 -4.366  0.3301
H -4.275 -2.606 -6.707  0.3229
H -3.262 -2.565 -5.245  0.2633
C 4.639 -2.623 -4.671  -0.3559
C 5.763 -2.000 -5.473  -0.4250
O 5.333 -0.648 -5.688  -0.3010
S 4.478 -0.148 -4.431  1.1860
O 5.314 0.595 -3.557  -0.6065
O 3.252 0.368 -4.916  -0.5066
O 4.222 -1.583 -3.778  -0.2035
H 3.792 -2.891 -5.306  0.2819
H 4.958 -3.493 -4.105  0.3254
H 5.927 -2.495 -6.426  0.3151
H 6.696 -1.979 -4.906  0.2909
C -6.857 -0.718 8.194  -0.3862
C -5.859 -1.406 7.289  0.0296
O -5.326 -0.349 6.478  -0.1479
S -5.280 1.007 7.322  1.0937
O -3.977 1.190 7.851  -0.5639
O -5.923 2.024 6.572  -0.5526
O -6.241 0.537 8.516  -0.3233
H -7.796 -0.517 7.674  0.2997
H -7.059 -1.281 9.100  0.3194
H -6.311 -2.174 6.669  -0.0208
H -5.040 -1.843 7.863  0.2698